#w
# C7H11O

A gas-phase ion, C7H11O (charge -1) (ωB97M-V/def2-TZVPD, the OMol25 dataset).

Geometry as ORCA input:
```
! RIJCOSX wB97M-V def2-TZVPD def2/J DEFGRID3
* xyz -1 1
C -2.232 0.358 2.121
C -1.203 -0.426 1.853
C -0.156 0.048 0.901
C 0.978 0.592 1.321
C -0.430 -0.437 -0.500
C 0.201 0.233 -1.701
C 1.714 -0.244 -1.983
O 2.132 0.003 -3.226
H -3.074 0.117 2.778
H -2.381 1.317 1.652
H -0.978 -1.414 2.248
H 1.758 0.877 0.642
H 1.186 0.788 2.367
H -0.140 -1.501 -0.558
H -1.530 -0.512 -0.598
H 0.242 1.331 -1.700
H -0.310 0.036 -2.639
H 1.816 -1.346 -1.780
H 2.407 0.177 -1.198
*
```

Results
- Molecular weight: 111.2 g/mol
- Lowest unoccupied orbital energy: 3.43 eV
- HOMO-LUMO gap: 5.5 eV

#x
# C7H11O

A gas-phase ion, C7H11O (charge -1) (ωB97M-V/def2-TZVPD, the OMol25 dataset).

Geometry as ORCA input:
```
! RIJCOSX wB97M-V def2-TZVPD def2/J DEFGRID3
* xyz -1 1
C 3.294 -0.263 0.367
C 1.997 -0.725 -0.032
C 0.750 -0.071 -0.203
C 1.036 0.375 -1.500
C -0.454 0.106 0.640
C -1.778 0.102 -0.232
C -2.955 0.381 0.763
O -4.164 0.126 0.249
H 3.942 -1.104 0.601
H 3.781 0.411 -0.331
H 1.752 -1.778 0.171
H 1.927 0.934 -1.744
H 0.849 -0.320 -2.330
H -0.347 1.116 1.056
H -0.612 -0.549 1.503
H -1.843 0.960 -0.925
H -1.693 -0.738 -0.908
H -2.736 -0.340 1.603
H -2.747 1.377 1.251
*
```

Results
- Molecular weight: 111.2 g/mol
- Lowest unoccupied orbital energy: 2.82 eV
- HOMO-LUMO gap: 5.2 eV

The most stable of them is #w.

#w
# C11H10N2

C11H10N2 in the gas phase (ωB97M-V/def2-TZVPD, the OMol25 dataset).

Geometry as ORCA input:
```
! RIJCOSX wB97M-V def2-TZVPD def2/J DEFGRID3
* xyz 0 1
C 1.533 -0.732 -2.361
C 1.651 -0.652 -0.979
N 1.452 -1.189 0.112
C 1.814 0.245 0.273
C 3.202 0.511 0.491
N 4.275 0.706 0.855
C 0.901 1.212 0.886
C -0.553 0.745 0.748
C -1.270 0.879 -0.462
C -2.459 0.155 -0.508
C -2.963 -0.638 0.523
C -2.212 -0.695 1.720
C -0.985 -0.031 1.809
H 1.589 -1.875 -2.557
H 2.397 -0.293 -2.780
H 0.534 -0.448 -2.782
H 0.860 2.145 0.369
H 1.086 1.249 1.929
H -0.827 1.285 -1.316
H -3.018 0.156 -1.436
H -4.045 -0.985 0.359
H -2.585 -1.314 2.524
H -0.376 -0.436 2.582
*
```

Results
- Molecular weight: 170.2 g/mol
- Lowest unoccupied orbital energy: 0.59 eV
- HOMO-LUMO gap: 10.0 eV

#x
# C11H10N2

A molecular structure, C11H10N2 (ωB97M-V/def2-TZVPD, the OMol25 dataset).

Geometry as ORCA input:
```
! RIJCOSX wB97M-V def2-TZVPD def2/J DEFGRID3
* xyz 0 1
C 3.106 -1.763 0.367
C 2.400 -0.535 0.005
C 2.889 0.603 -0.223
C 1.929 1.742 -0.574
C 0.547 1.606 -0.466
C 0.114 0.284 -0.209
C -1.208 0.019 -0.017
C -2.004 0.699 0.873
C -3.476 0.354 0.917
C -3.987 -0.357 -0.116
C -1.956 -0.715 -1.060
H 4.034 -1.644 1.456
H 2.596 -2.648 0.307
H 3.948 -1.840 -0.505
H 3.822 0.918 -0.245
H 2.056 2.800 -0.772
H -0.086 2.194 -0.852
H -1.622 1.016 1.842
H -4.223 0.874 1.695
H -5.236 -0.636 0.052
H -1.292 -1.256 -1.463
N 0.952 -0.803 0.154
N -3.302 -0.912 -1.166
*
```

Results
- Molecular weight: 170.2 g/mol
- Lowest unoccupied orbital energy: -0.01 eV
- HOMO-LUMO gap: 9.3 eV

#y
# C11H10N2

C11H10N2 in the gas phase (ωB97M-V/def2-TZVPD, the OMol25 dataset).

Geometry as ORCA input:
```
! RIJCOSX wB97M-V def2-TZVPD def2/J DEFGRID3
* xyz 0 1
C -1.528 2.725 0.395
N -1.842 1.581 -0.066
N -1.021 0.534 -0.127
C -1.585 -0.710 -0.212
C -2.846 -1.172 -0.223
C -0.433 -1.618 0.008
C -0.436 -2.952 0.096
C 0.746 -0.776 0.083
C 2.104 -0.989 0.087
C 3.028 0.097 0.003
C 2.485 1.373 -0.108
C 1.144 1.615 -0.376
C 0.332 0.514 -0.165
H -2.417 3.437 0.331
H -0.624 3.109 0.785
H -3.692 -0.483 -0.254
H -3.096 -2.184 -0.071
H -1.230 -3.589 0.091
H 0.552 -3.285 0.373
H 2.560 -1.927 0.082
H 4.058 -0.065 -0.054
H 3.087 2.209 -0.147
H 0.654 2.556 -0.530
*
```

Results
- Molecular weight: 170.2 g/mol
- Lowest unoccupied orbital energy: 0.21 eV
- HOMO-LUMO gap: 7.6 eV

The most stable of them is #w.